(1)
# C14H3Cl5N2O4S5Tc

A molecular structure, C14H3Cl5N2O4S5Tc (the ωB97M-V functional and the def2-TZVPD basis, OMol25).

Values from the calculation:
Spin multiplicity = 2
Relative energy (zero: lowest compared OMol25 entry of this formula, charge and spin) = 0.0 kcal/mol
Charge = 0
HOMO (alpha / beta) = -8.559 / -8.670 eV

Last column: natural (NBO) charge in e.
CARTESIAN COORDINATES (ANGSTROEM)
Tc -0.0751 0.5301 0.3023  0.524
O 4.6460 -1.6561 -2.3635  -0.665
C 3.6241 -1.7162 -3.1907  0.781
O 3.6588 -2.2981 -4.2440  -0.577
C 2.3796 -0.9991 -2.7769  -0.236
C 1.2587 -0.8705 -3.5734  0.045
N 0.3413 -0.1926 -2.8676  -0.291
N 0.7982 0.1314 -1.6581  -0.283
C 2.0275 -0.3640 -1.5736  0.072
C 2.7054 -0.2100 -0.2456  0.773
O 3.8989 -0.4517 -0.1320  -0.620
O 1.9144 0.1896 0.6843  -0.666
H 4.4681 -1.1251 -1.5422  0.514
H 1.0902 -1.2178 -4.5789  0.258
H -0.5754 0.1155 -3.1501  0.434
S -5.4580 -3.5238 -2.4539  0.035
C -4.2741 -2.6178 -1.7945  -0.575
S -4.3104 -0.8731 -1.7902  0.485
C -2.8132 -0.6360 -0.9277  -0.429
C -2.1583 -1.7690 -0.5269  -0.431
S -0.6916 -1.7483 0.3483  0.299
S -2.9137 -3.2899 -0.9382  0.494
S -2.2332 0.9443 -0.6121  0.193
Cl 0.4247 2.9619 0.6654  0.155
C -0.1725 2.5000 2.2364  0.035
C -0.5489 1.1649 2.2300  -0.265
C -1.0256 0.6630 3.4353  -0.049
Cl -1.5208 -0.9792 3.5508  0.051
C -1.1225 1.4833 4.5669  -0.084
Cl -1.6945 0.8394 6.0504  0.074
C -0.7503 2.8276 4.5010  -0.074
Cl -0.9099 3.8402 5.8718  0.079
C -0.2476 3.3573 3.3086  -0.129
Cl 0.2598 4.9898 3.1887  0.072

=====

(2)
# C14H40Cl2O6S6

7 unconnected molecules or ions with the total composition C14H40Cl2O6S6 (the ωB97M-V functional and the def2-TZVPD basis, OMol25).

Values from the calculation:
Relative energy (zero: lowest compared OMol25 entry of this formula, charge and spin) = 32.5 kcal/mol
Charge = 0
HOMO = -8.461 eV

Last column: natural (NBO) charge in e.
CARTESIAN COORDINATES (ANGSTROEM)
C 1.3669 -0.7493 4.6898  -0.804
S 1.2618 1.0759 5.0864  1.211
O -0.1292 1.5786 4.7259  -0.987
C 1.2103 0.9082 6.8842  -0.823
H 0.4521 -1.2301 5.0364  0.231
H 2.3022 -1.1866 5.0392  0.236
H 1.3110 -0.7287 3.6014  0.226
H 0.2938 0.4510 7.2572  0.239
H 1.2247 1.9232 7.2812  0.242
H 2.0665 0.3462 7.2575  0.230
C -0.8443 -5.6935 -3.0088  -0.830
S -0.0296 -3.9876 -3.1164  1.190
O -0.8780 -3.1432 -4.0545  -0.978
C -0.5456 -3.3071 -1.5054  -0.836
H -0.9298 -6.0392 -4.0389  0.245
H -1.8159 -5.5652 -2.5317  0.249
H -0.5085 -6.3228 -2.1845  0.231
H -0.2476 -4.0293 -0.7453  0.211
H -1.6083 -3.0650 -1.5055  0.261
H -0.1308 -2.3006 -1.4509  0.249
C -4.8878 -2.3998 0.7904  -0.815
S -3.7424 -3.8277 0.8076  1.199
O -3.5489 -4.2338 -0.6325  -0.977
C -2.1297 -3.0659 1.4226  -0.817
H -5.8885 -2.6300 0.4246  0.256
H -4.4810 -1.5747 0.2057  0.226
H -4.9904 -2.1090 1.8358  0.222
H -2.2792 -2.4407 2.3029  0.227
H -1.8986 -2.4882 0.5276  0.235
H -1.2925 -3.7520 1.5508  0.243
C 5.9581 5.1057 -0.3396  -0.804
S 5.3182 3.7618 0.7146  1.230
O 5.2884 4.5397 2.0083  -0.986
C 3.5222 3.9270 0.2020  -0.827
H 5.5553 6.0256 0.0843  0.251
H 5.6692 4.9426 -1.3779  0.216
H 7.0429 5.0066 -0.3773  0.235
H 3.0781 2.9664 0.4633  0.219
H 3.3216 4.0443 -0.8629  0.219
H 2.8821 4.6393 0.7227  0.247
C -2.2062 0.9122 1.5800  -0.813
S -0.6153 0.1233 1.1054  1.215
O -0.9586 0.0601 -0.3651  -1.016
C 0.6029 1.5333 1.3569  -0.832
H -3.1530 0.5021 1.2287  0.244
H -2.2487 1.9599 1.2825  0.234
H -2.1853 0.9660 2.6685  0.235
H 0.6270 2.1248 2.2721  0.264
H 0.3753 2.1707 0.5025  0.230
H 1.6142 1.1549 1.2078  0.242
C -3.1645 0.4098 -2.2040  -0.834
S -2.5018 0.2052 -3.8979  1.253
O -3.6780 0.0032 -4.8281  -0.968
C -2.0736 1.9783 -4.1594  -0.822
H -4.2247 0.6511 -2.2814  0.232
H -2.7370 1.2053 -1.5937  0.238
H -3.0887 -0.5296 -1.6564  0.234
H -1.5440 2.1846 -5.0895  0.233
H -1.3159 2.2462 -3.4231  0.208
H -2.9132 2.6715 -4.1098  0.230
Cl 3.9699 -0.5283 -3.8694  -0.058
C 2.2682 -0.1089 -3.5474  -0.387
C 2.2331 0.7203 -2.2539  -0.380
Cl 2.9389 -0.2258 -0.9023  -0.082
H 1.6229 -0.9862 -3.5019  0.238
H 1.9762 0.6180 -4.3053  0.221
H 1.2145 0.9998 -1.9851  0.235
H 2.8464 1.6058 -2.4209  0.210

=====

(3)
# C14H40F6N17O12S2

A molecular structure, C14H40F6N17O12S2 (the ωB97M-V functional and the def2-TZVPD basis, OMol25).

Values from the calculation:
Charge = -1
HOMO = -7.427 eV

Last column: Mulliken charge in e.
CARTESIAN COORDINATES (ANGSTROEM)
O 1.9809 -1.4462 -0.3290  -0.707
S 1.6417 -0.0586 -0.8269  0.884
O 1.3060 0.8379 0.3198  -0.449
C 3.2141 0.6321 -1.5716  -0.709
C 2.9492 1.5900 -2.8090  -0.611
C 3.4173 3.0852 -2.6135  0.877
F 2.3944 3.9258 -3.1230  -0.302
F 4.5324 3.3642 -3.4043  -0.278
F 3.5859 3.4845 -1.2971  -0.225
N 0.4981 -0.2212 -2.0486  -0.475
S -1.0226 0.3940 -1.6679  1.024
O -2.0139 -0.4073 -2.5196  -0.694
O -1.4722 0.1937 -0.2495  -0.651
C -1.2749 2.1512 -2.2560  -0.843
C -0.5730 3.2324 -1.3302  -0.111
C -1.6525 4.0557 -0.5082  0.587
F -2.4252 4.7711 -1.4232  -0.268
F -2.4771 3.2073 0.2031  -0.198
F -0.9767 4.9567 0.3111  -0.241
H 3.8132 1.0945 -0.7324  0.278
H 3.8059 -0.2745 -1.9168  0.363
H 3.5356 1.1548 -3.6855  0.325
H 1.8724 1.6194 -3.1584  0.260
H -2.3993 2.3317 -2.1765  0.417
H -0.9902 2.2032 -3.3460  0.428
H -0.0927 3.9973 -2.0306  0.193
H 0.2610 2.8489 -0.6747  0.014
C 3.6093 2.1689 3.7178  0.583
O 4.7212 2.6266 3.9663  -0.716
N 3.1071 2.0928 2.4608  -0.063
N 2.7770 1.6891 4.6740  -0.251
H 2.1996 1.7166 2.2466  0.092
H 3.6840 2.4289 1.7096  0.052
H 3.1038 1.7165 5.6228  0.146
H 1.8678 1.3094 4.4850  0.198
C 5.8430 -1.4640 0.6933  0.776
O 5.9284 -0.6896 -0.2500  -0.684
N 5.8111 -1.0429 1.9831  -0.367
N 5.7719 -2.8111 0.5299  -0.410
H 5.7403 -1.6599 2.7703  0.149
H 5.8604 -0.0503 2.1442  0.181
H 5.7915 -3.1602 -0.4125  0.209
H 5.7008 -3.4625 1.2887  0.156
C 2.0959 7.7249 1.9233  0.623
O 2.9857 8.3897 2.4332  -0.664
N 2.3305 6.5466 1.2916  -0.237
N 0.7912 8.1086 1.9446  -0.328
H 1.6126 5.9880 0.8672  0.145
H 3.2834 6.2273 1.2542  0.125
H 0.5765 8.9763 2.4037  0.195
H 0.0458 7.5778 1.5325  0.157
C 0.5041 -3.3970 3.1573  0.647
O 0.6181 -4.0898 4.1668  -0.780
N 1.4216 -3.3967 2.1609  -0.256
N -0.5516 -2.5690 2.9537  -0.278
H 1.3432 -2.8336 1.3290  0.205
H 2.2205 -3.9951 2.2724  0.147
H -1.2555 -2.5388 3.6704  0.190
H -0.6620 -1.9937 2.1364  0.171
C -4.9883 -3.3591 -0.9799  0.628
O -5.2336 -4.4386 -0.4553  -0.701
N -5.8621 -2.7346 -1.8126  -0.274
N -3.8239 -2.6924 -0.7775  -0.217
H -5.6794 -1.8514 -2.2520  0.156
H -6.7406 -3.1975 -1.9903  0.163
H -3.1501 -3.1220 -0.1673  0.140
H -3.6003 -1.8054 -1.1994  0.080
C -8.5575 -3.6624 -4.2431  0.648
O -8.8302 -3.4828 -3.0649  -0.657
N -9.1844 -2.9967 -5.2492  -0.396
N -7.6051 -4.5417 -4.6468  -0.369
H -8.9760 -3.1287 -6.2212  0.158
H -9.8961 -2.3365 -4.9879  0.221
H -7.1186 -5.0530 -3.9290  0.235
H -7.3652 -4.7039 -5.6070  0.164
C 1.2521 -1.0506 6.9963  0.616
O 1.3537 -0.2336 6.0929  -0.637
N 1.2132 -0.6907 8.3081  -0.399
N 1.1687 -2.3858 6.7669  -0.286
H 1.1301 -1.3441 9.0640  0.155
H 1.2722 0.2911 8.5161  0.225
H 1.1928 -2.6925 5.8049  0.153
H 1.0846 -3.0722 7.4927  0.139
C -1.4872 -3.3305 -5.3791  0.573
O -1.0543 -3.9419 -6.3495  -0.705
N -1.5421 -1.9767 -5.3300  -0.281
N -1.9506 -3.9559 -4.2658  -0.306
H -1.8941 -1.4595 -4.5413  0.210
H -1.2080 -1.4751 -6.1336  0.168
H -1.9270 -4.9604 -4.2612  0.182
H -2.3082 -3.4723 -3.4602  0.214

=====

(4)
# C14H41AsN2OSi3V

A molecular structure, C14H41AsN2OSi3V (the ωB97M-V functional and the def2-TZVPD basis, OMol25).

Values from the calculation:
Spin multiplicity = 3
Relative energy (zero: lowest compared OMol25 entry of this formula, charge and spin) = 0.0 kcal/mol
Charge = +1
HOMO (alpha / beta) = -9.943 / -8.705 eV

Last column: natural (NBO) charge in e.
CARTESIAN COORDINATES (ANGSTROEM)
V 0.3466 -0.4665 -0.4570  0.998
N -0.0027 -0.6969 1.7298  -0.848
C -0.8657 -1.8783 1.9503  -0.227
C -1.9559 -1.9015 0.8933  -0.227
N -1.3362 -1.9363 -0.4524  -0.866
H 0.8180 -0.7363 2.3248  0.395
H -0.5036 0.1492 1.9888  0.390
H -1.3127 -1.8912 2.9460  0.215
H -0.2445 -2.7723 1.8605  0.199
H -2.5500 -0.9894 0.9607  0.212
H -2.6212 -2.7487 1.0645  0.215
H -1.9985 -1.6011 -1.1452  0.402
H -1.1188 -2.8946 -0.7115  0.377
C -1.2058 2.5875 -2.7710  -0.251
O -0.5306 1.4590 -2.2296  -0.588
C -0.4279 1.2780 -0.8499  -0.175
C -0.8264 2.4530 -0.0017  -0.715
H -1.1102 2.5176 -3.8521  0.200
H -0.7617 3.5273 -2.4365  0.178
H -2.2666 2.5816 -2.5080  0.179
H -0.2087 3.3410 -0.1868  0.218
H -0.7101 2.2040 1.0547  0.197
H -1.8687 2.7577 -0.1502  0.221
C 4.4159 -1.1377 1.9125  -1.117
Si 4.3179 -1.4972 0.0781  1.456
C 6.0348 -1.4700 -0.6518  -1.128
C 3.5088 -3.1662 -0.2085  -1.114
As 2.8692 0.0937 -0.8668  -0.655
Si 2.6858 -0.3564 -3.1780  1.488
C 2.4030 1.2077 -4.1465  -1.129
C 1.1215 -1.4083 -3.2086  -1.117
C 4.1227 -1.3266 -3.8673  -1.130
Si 3.5838 2.2689 -0.3130  1.507
C 2.7155 3.4657 -1.4505  -1.127
C 5.4403 2.4175 -0.4284  -1.130
C 2.9912 2.5236 1.4411  -1.125
H 4.9969 -1.9175 2.4112  0.254
H 3.4314 -1.1042 2.3845  0.223
H 4.9146 -0.1849 2.1025  0.246
H 6.6757 -2.1798 -0.1222  0.252
H 6.4906 -0.4823 -0.5630  0.248
H 6.0311 -1.7484 -1.7053  0.247
H 4.1200 -3.9585 0.2313  0.256
H 3.4102 -3.3834 -1.2742  0.240
H 2.5172 -3.2266 0.2487  0.219
H 1.5752 1.7790 -3.7245  0.257
H 2.1523 0.9577 -5.1808  0.252
H 3.2982 1.8313 -4.1644  0.245
H 0.2493 -0.8119 -2.9043  0.235
H 1.2160 -2.2996 -2.5790  0.225
H 0.9091 -1.7567 -4.2230  0.267
H 5.0539 -0.7621 -3.7951  0.251
H 3.9404 -1.5333 -4.9253  0.254
H 4.2612 -2.2832 -3.3618  0.240
H 3.1694 3.4994 -2.4411  0.248
H 2.7654 4.4715 -1.0252  0.252
H 1.6653 3.1903 -1.5619  0.242
H 5.7980 2.1705 -1.4299  0.247
H 5.9402 1.7582 0.2845  0.240
H 5.7498 3.4415 -0.2049  0.255
H 1.9020 2.4552 1.4826  0.237
H 3.2788 3.5212 1.7839  0.253
H 3.4142 1.7976 2.1382  0.239